(1)
{"formula": "C5H13N2", "method": "ωB97M-V/def2-TZVPD", "smiles": "C=C(N)C[C@H](C)[NH3+]", "homo_ev": -13.5, "lumo_ev": -2.972, "de_lowest_kcal_mol": 77.3, "total_charge": 1, "gap_ev": 10.57, "elements": ["C", "C", "N", "C", "C", "C", "N", "H", "H", "H", "H", "H", "H", "H", "H", "H", "H", "H", "H", "H"], "coordinates": [[0.7003, -2.1103, 1.5938], [0.5581, -0.9098, 0.9777], [1.0697, 0.3534, 1.5365], [0.3386, -0.5882, -0.5261], [-0.8852, 0.2983, -0.8570], [-1.0956, 0.5924, -2.2681], [-0.5920, 1.6858, -0.2224], [0.4370, -2.9062, 0.9431], [0.6577, -1.9937, 2.6774], [2.0184, 0.4402, 1.5325], [0.9568, 0.3975, 2.5542], [1.3820, -0.2582, -0.8088], [0.0988, -1.5971, -0.8845], [-1.8117, -0.1536, -0.3764], [-0.2565, 1.3561, -2.5973], [-0.7241, -0.1365, -3.1326], [-2.0378, 1.0449, -2.6360], [-0.4830, 2.4357, -0.8674], [-1.4339, 2.0817, 0.3183], [0.1560, 1.3209, 0.5574]]}

(2)
{"formula": "N2O6Rb", "method": "ωB97M-V/def2-TZVPD", "homo_ev": -4.8, "lumo_ev": 2.153, "de_lowest_kcal_mol": 93.1, "total_charge": -1, "gap_ev": 6.97, "elements": ["Rb", "N", "O", "O", "O", "N", "O", "O", "O"], "coordinates": [[8.5213, -4.8856, -6.9717], [6.2398, -6.5380, -6.6837], [5.6498, -7.3348, -6.0477], [7.3916, -6.6660, -6.9973], [5.7365, -5.6063, -7.3209], [8.5524, -4.4170, -9.6883], [8.9662, -5.3620, -9.0060], [8.6095, -4.6352, -10.8602], [7.8926, -3.4610, -9.4210]]}

(3)
{"formula": "C3H5NO3P", "method": "ωB97M-V/def2-TZVPD", "homo_ev": [-9.9, -14.2], "lumo_ev": [-5.520, -9.101], "de_lowest_kcal_mol": 54.8, "s_squared": 2.035, "spin_multiplicity": 3, "total_charge": 1, "gap_ev": [4.35, 5.07], "elements": ["C", "C", "C", "N", "O", "O", "O", "P", "H", "H", "H", "H", "H"], "coordinates": [[-1.9320, 0.0666, -0.3028], [0.1115, 1.5010, 0.0821], [-0.4255, 0.2858, -0.2309], [0.2563, -1.0759, -0.0699], [-2.4241, -1.1039, -0.3088], [-4.9266, -0.0063, 1.1056], [-2.5997, 1.1182, -0.4297], [-4.5210, -0.0576, -0.2383], [-0.4087, 2.8252, -0.0348], [1.1023, 1.4781, 0.3381], [1.1189, -1.2203, 0.5711], [0.6454, -1.4140, -0.9264], [-0.4280, -1.7791, 0.1933]]}

(4)
{"formula": "C13H12ClNO3Ru", "method": "ωB97M-V/def2-TZVPD", "homo_ev": [-16.7, -17.4], "lumo_ev": [-9.608, -10.355], "de_lowest_kcal_mol": 2.9, "s_squared": 6.051, "spin_multiplicity": 5, "total_charge": 2, "gap_ev": [7.09, 7.00], "elements": ["Ru", "C", "C", "C", "C", "C", "C", "H", "H", "H", "H", "H", "H", "O", "N", "O", "O", "Cl", "C", "C", "C", "C", "C", "C", "C", "H", "H", "H", "H", "H", "H"], "coordinates": [[-0.9173, -0.2894, -0.4520], [1.2221, -1.5730, 0.1340], [0.8848, -2.0309, -1.1480], [-0.3635, -2.6426, -1.3727], [-1.2470, -2.8436, -0.3030], [-0.9094, -2.3983, 0.9858], [0.3134, -1.7375, 1.1999], [2.2128, -1.1823, 0.3270], [1.6083, -1.9852, -1.9518], [-0.6035, -3.0387, -2.3506], [-2.1736, -3.3796, -0.4620], [-1.5712, -2.6088, 1.8159], [0.6076, -1.4655, 2.2055], [-4.5776, -0.4920, -1.6782], [-3.4759, -0.3918, -1.2719], [-2.4512, -0.1726, -2.0376], [-3.1484, -0.4807, -0.0344], [0.4204, 1.2665, -2.2407], [1.0774, 1.7724, -0.7197], [2.4112, 2.0667, -0.5821], [2.8997, 2.3811, 0.6854], [2.0694, 2.3443, 1.8132], [0.7390, 2.0283, 1.6850], [0.1794, 1.7934, 0.4020], [-1.2450, 1.7209, 0.2105], [3.0706, 2.0521, -1.4401], [3.9430, 2.6472, 0.7966], [2.4734, 2.5836, 2.7875], [0.0919, 2.0340, 2.5539], [-1.6747, 2.2208, -0.6558], [-1.8659, 1.8013, 1.0985]]}

(5)
{"formula": "C5H6O", "method": "ωB97M-V/def2-TZVPD", "homo_ev": -8.9, "lumo_ev": 0.820, "de_lowest_kcal_mol": 81.4, "gap_ev": 9.74, "elements": ["O", "C", "C", "C", "C", "C", "H", "H", "H", "H", "H", "H"], "coordinates": [[-1.2696, 2.3334, 0.3364], [-0.7414, 1.3457, -0.0691], [-1.1151, -0.4414, -0.7359], [-0.1516, -0.7294, 0.3741], [1.4030, -0.3182, -0.0591], [0.4552, 0.6074, 0.5948], [-1.9842, -1.1418, -0.8231], [-0.6891, -0.3040, -1.7243], [-0.5131, -1.3317, 1.2094], [1.4520, -0.4690, -1.1265], [2.4005, -0.4349, 0.4204], [0.7535, 0.8839, 1.6030]]}

(6)
{"formula": "I2NP", "method": "ωB97M-V/def2-TZVPD", "homo_ev": -9.6, "lumo_ev": -4.000, "de_lowest_kcal_mol": 18.3, "gap_ev": 5.63, "elements": ["N", "P", "I", "I"], "coordinates": [[-2.4685, -0.4326, -0.2078], [-1.0897, -0.5339, 0.1774], [2.8073, -0.6849, 0.0117], [0.7509, 1.6515, 0.0186]]}

(7)
{"formula": "C2HN4O3", "method": "ωB97M-V/def2-TZVPD", "smiles": "N#C[C@@H](N=O)N=[N+]([O-])[O-]", "homo_ev": [-4.7, -4.7], "lumo_ev": [4.164, 4.163], "de_lowest_kcal_mol": 67.9, "total_charge": -1, "gap_ev": [8.91, 8.91], "elements": ["N", "C", "C", "N", "O", "N", "N", "O", "O", "H"], "coordinates": [[2.2101, 2.0709, 0.8003], [1.3158, 1.3692, 0.7030], [0.2418, 0.4456, 0.5550], [0.1911, -0.5334, 1.6007], [-0.2410, -1.6545, 1.4085], [-0.9490, 0.9801, 1.0878], [-1.9316, 0.6421, 0.3046], [-1.8270, -0.0072, -0.7396], [-2.9350, 1.0945, 0.7832], [0.1604, -0.0111, -0.4894]]}

(8)
{"formula": "C2HF6LaNO3S2", "method": "ωB97M-V/def2-TZVPD", "homo_ev": -12.1, "lumo_ev": -6.128, "de_lowest_kcal_mol": 19.8, "total_charge": 1, "gap_ev": 5.99, "elements": ["N", "S", "C", "F", "F", "F", "S", "O", "O", "C", "F", "F", "F", "La", "O", "H"], "coordinates": [[1.1206, -0.2910, -0.2497], [1.8403, 1.0472, -0.9857], [3.1467, 1.4271, 0.2222], [3.5656, 2.6674, -0.0382], [4.1926, 0.6049, 0.1413], [2.7223, 1.3829, 1.4883], [-0.4135, -0.5304, -0.3685], [-1.0143, -0.5645, -1.7708], [-1.8265, 0.3353, 0.4014], [-0.4619, -2.2995, 0.2191], [0.5015, -2.5122, 1.0941], [-1.6258, -2.5364, 0.7935], [-0.3091, -3.1036, -0.8137], [-3.4970, 0.6632, -1.5625], [-4.1104, 1.4475, 0.5044], [-3.8310, 2.2620, 0.9247]]}

(9)
{"formula": "C18H21BeClN2O3", "method": "ωB97M-V/def2-TZVPD", "homo_ev": -0.3, "lumo_ev": 4.405, "total_charge": -2, "gap_ev": 4.69, "elements": ["C", "C", "C", "H", "C", "C", "H", "H", "H", "H", "Be", "Cl", "C", "C", "C", "H", "C", "C", "H", "H", "H", "H", "C", "C", "C", "C", "C", "C", "O", "N", "C", "O", "N", "C", "O", "H", "H", "H", "H", "H", "H", "H", "H", "H", "H", "H"], "coordinates": [[-2.6788, -1.8288, -2.4636], [-1.7006, -1.5743, -3.4770], [-1.1847, -0.2379, -3.3016], [-1.5308, -2.2290, -4.3469], [-1.8560, 0.3544, -2.1923], [-2.7881, -0.6347, -1.6667], [-3.6806, -0.4141, -1.0512], [-3.3973, -2.6753, -2.3831], [-0.5307, 0.3151, -4.0039], [-1.8085, 1.4037, -1.8386], [-1.0068, -1.4444, -0.9084], [-0.6371, -3.1491, -0.3568], [4.6729, -1.6364, -2.8350], [4.6026, -0.2122, -3.0032], [4.1737, 0.0551, -4.3472], [4.8626, 0.5452, -2.2445], [3.9799, -1.2035, -5.0098], [4.2883, -2.2491, -4.0756], [4.2649, -3.3319, -4.2859], [4.9977, -2.1665, -1.9239], [4.0475, 1.0524, -4.8024], [3.6783, -1.3415, -6.0623], [-0.5461, 2.9817, 4.1388], [-0.1664, 2.4498, 2.7717], [-0.8395, 1.1390, 2.4208], [-0.5916, 0.0166, 3.4441], [0.8528, -0.2339, 3.8201], [-2.3812, 1.3842, 2.3804], [-2.9978, 2.3960, 2.7063], [-2.9971, 0.2658, 1.8987], [-2.5615, -0.7567, 1.0730], [-3.2307, -1.7744, 0.8634], [-1.3326, -0.3573, 0.4286], [-0.4550, 0.5963, 0.9895], [0.5104, 0.9703, 0.3225], [-1.6247, 3.1700, 4.1708], [-0.0247, 3.9235, 4.3267], [-0.2752, 2.2760, 4.9295], [-0.4567, 3.1896, 2.0200], [0.9139, 2.3519, 2.6781], [-1.1775, 0.3420, 4.3143], [-1.0510, -0.9046, 3.0450], [1.3229, 0.6568, 4.2580], [0.8639, -1.0449, 4.5562], [1.4386, -0.5642, 2.9548], [-3.9621, 0.1291, 2.0684]]}

(10)
{"formula": "C4H11N2", "method": "ωB97M-V/def2-TZVPD", "smiles": "C=NCCC[NH3+]", "homo_ev": -13.9, "lumo_ev": -3.324, "de_lowest_kcal_mol": 42.9, "total_charge": 1, "gap_ev": 10.62, "elements": ["C", "N", "C", "C", "C", "N", "H", "H", "H", "H", "H", "H", "H", "H", "H", "H", "H"], "coordinates": [[2.0795, 1.0025, -0.7745], [0.8769, 1.1548, -0.4080], [0.6057, 0.5838, 0.9578], [0.0068, -0.8068, 0.8797], [-1.4298, -0.7717, 0.3375], [-1.4120, -0.1563, -1.0484], [2.7488, 0.1916, -0.4659], [2.5564, 1.5795, -1.5680], [-0.0646, 1.3012, 1.4313], [1.5074, 0.6663, 1.5505], [-0.0939, -1.1283, 1.9213], [0.5481, -1.6067, 0.3752], [-2.0410, -0.1220, 0.9551], [-1.8007, -1.7810, 0.1933], [-2.3156, -0.0319, -1.5099], [-0.8088, 0.6988, -1.0920], [-0.9632, -0.7741, -1.7348]]}

(11)
{"formula": "C41H47As2FeS4", "method": "ωB97M-V/def2-TZVPD", "homo_ev": [-11.8, -13.5], "lumo_ev": [-4.328, -5.732], "de_lowest_kcal_mol": 1.7, "s_squared": 8.805, "spin_multiplicity": 6, "total_charge": 2, "gap_ev": [7.52, 7.74], "elements": ["Fe", "C", "C", "S", "C", "C", "S", "C", "C", "S", "C", "C", "S", "H", "H", "H", "H", "H", "H", "H", "H", "H", "H", "H", "H", "H", "H", "H", "H", "C", "C", "As", "C", "C", "C", "C", "C", "C", "C", "C", "C", "C", "C", "C", "As", "C", "C", "C", "C", "C", "C", "C", "C", "C", "C", "C", "C", "H", "H", "H", "H", "H", "H", "H", "H", "H", "H", "H", "H", "H", "H", "H", "H", "H", "H", "H", "H", "H", "H", "H", "H", "C", "C", "C", "C", "C", "C", "C", "H", "H", "H", "H", "H", "H", "H"], "coordinates": [[-0.6368, 0.7956, 0.2231], [-3.1240, 3.1297, -0.5478], [-2.7502, 2.6873, -1.9546], [-1.1665, 1.8206, -2.1195], [-0.0286, 3.2184, -2.3370], [0.0791, 4.1867, -1.1614], [0.5572, 3.2196, 0.2848], [-0.0935, 4.0482, 1.7487], [0.0873, 3.0883, 2.9252], [-0.6132, 1.4163, 2.7597], [-2.3588, 1.6141, 3.1852], [-3.1911, 2.4016, 2.1828], [-3.0202, 1.6859, 0.5256], [-4.1507, 3.4961, -0.5507], [-2.4775, 3.9115, -0.1572], [-2.7386, 3.5319, -2.6444], [-3.4875, 1.9766, -2.3247], [-0.3458, 3.7508, -3.2340], [0.9407, 2.7656, -2.5559], [-0.8456, 4.7345, -0.9929], [0.8641, 4.9130, -1.3721], [-1.1315, 4.3372, 1.5974], [0.4887, 4.9479, 1.9483], [-0.3207, 3.5254, 3.8371], [1.1520, 2.9194, 3.0957], [-2.4259, 2.0615, 4.1770], [-2.7234, 0.5872, 3.2662], [-2.8998, 3.4496, 2.1531], [-4.2419, 2.3545, 2.4665], [1.3410, -1.5708, 2.2973], [2.5763, -1.1791, 1.4886], [2.1769, 0.3607, 0.3289], [2.7469, -0.2830, -1.4081], [1.8981, -0.1553, -2.5023], [2.2848, -0.6161, -3.7548], [3.5274, -1.2107, -3.9137], [4.3807, -1.3429, -2.8238], [3.9953, -0.8771, -1.5759], [3.5611, 1.6431, 0.7353], [3.8623, 1.9270, 2.0637], [4.7894, 2.9134, 2.3721], [5.4094, 3.6232, 1.3529], [5.1051, 3.3442, 0.0270], [4.1787, 2.3582, -0.2845], [-0.2295, -1.7354, 1.1361], [0.2876, -3.3269, 0.1618], [0.8164, -3.2276, -1.1212], [1.2939, -4.3594, -1.7678], [1.2438, -5.5923, -1.1340], [0.7259, -5.6923, 0.1511], [0.2533, -4.5633, 0.8032], [-1.5629, -2.3913, 2.3823], [-1.5816, -1.9073, 3.6884], [-2.5605, -2.3318, 4.5784], [-3.5251, -3.2416, 4.1701], [-3.5021, -3.7368, 2.8731], [-2.5253, -3.3150, 1.9827], [1.1158, -0.8218, 3.0563], [1.4740, -2.5321, 2.7949], [2.9110, -1.9927, 0.8453], [3.3997, -0.9177, 2.1532], [0.9098, 0.2717, -2.3758], [1.6149, -0.5133, -4.5993], [3.8358, -1.5707, -4.8864], [5.3505, -1.8057, -2.9491], [4.6743, -0.9729, -0.7362], [3.3927, 1.3692, 2.8688], [5.0357, 3.1195, 3.4054], [6.1377, 4.3866, 1.5915], [5.5979, 3.8885, -0.7678], [3.9583, 2.1347, -1.3218], [0.8639, -2.2713, -1.6251], [1.7033, -4.2741, -2.7661], [1.6101, -6.4761, -1.6388], [0.6921, -6.6518, 0.6496], [-0.1410, -4.6539, 1.8077], [-0.8243, -1.2148, 4.0364], [-2.5567, -1.9637, 5.5962], [-4.2832, -3.5769, 4.8650], [-4.2391, -4.4615, 2.5537], [-2.5060, -3.7335, 0.9834], [-3.6722, -1.2925, -0.7169], [-3.1894, -1.1345, -2.0243], [-1.9609, -1.7273, -2.4121], [-1.4605, -1.5746, -3.6870], [-2.1641, -0.8290, -4.6317], [-3.3882, -0.2556, -4.2848], [-3.8974, -0.4026, -3.0108], [-3.1511, -1.9167, -0.0074], [-4.6284, -0.8893, -0.4131], [-1.4431, -2.3499, -1.6951], [-0.5309, -2.0598, -3.9607], [-1.7826, -0.7211, -5.6382], [-3.9535, 0.2902, -5.0298], [-4.8698, 0.0082, -2.7601]]}

(12)
{"formula": "C19H28N2O4", "method": "ωB97M-V/def2-TZVPD", "smiles": "CC[C@@H](C)Oc1cccc(OCCCCN2C(=O)NC(C)(C)C2=O)c1", "homo_ev": -8.2, "lumo_ev": 0.647, "de_lowest_kcal_mol": 1.8, "gap_ev": 8.83, "elements": ["C", "C", "C", "C", "O", "C", "C", "C", "C", "C", "O", "C", "C", "C", "C", "N", "C", "O", "N", "C", "C", "C", "C", "O", "C", "H", "H", "H", "H", "H", "H", "H", "H", "H", "H", "H", "H", "H", "H", "H", "H", "H", "H", "H", "H", "H", "H", "H", "H", "H", "H", "H", "H"], "coordinates": [[3.7024, 3.6181, 3.0558], [3.4487, 2.3811, 3.9076], [4.4683, 1.2613, 3.6521], [5.8159, 1.5503, 4.3053], [4.0176, 0.0367, 4.2174], [3.0494, -0.6894, 3.6033], [2.6491, -1.8464, 4.2805], [1.6819, -2.6611, 3.7386], [1.0851, -2.3603, 2.5225], [1.4788, -1.2155, 1.8451], [0.9795, -0.8013, 0.6469], [-0.0488, -1.5539, 0.0393], [-0.4472, -0.8456, -1.2517], [-1.0336, 0.5354, -0.9685], [-1.3404, 1.3069, -2.2504], [-2.3652, 0.6536, -3.0360], [-2.0816, -0.0864, -4.1936], [-0.9909, -0.2321, -4.6786], [-3.2637, -0.5792, -4.6276], [-4.3905, -0.1772, -3.8173], [-5.3750, 0.6961, -4.5961], [-5.0930, -1.3772, -3.1808], [-3.6924, 0.6571, -2.7352], [-4.2165, 1.2132, -1.8040], [2.4585, -0.3823, 2.3880], [2.9320, 4.3627, 3.2410], [4.6668, 4.0630, 3.2870], [3.6857, 3.3654, 1.9976], [2.4500, 1.9945, 3.6927], [3.4778, 2.6435, 4.9669], [4.6165, 1.1349, 2.5698], [5.6888, 1.6505, 5.3799], [6.2417, 2.4658, 3.9064], [6.5015, 0.7291, 4.1143], [3.1157, -2.0770, 5.2242], [1.3781, -3.5525, 4.2671], [0.3299, -3.0180, 2.1242], [0.3064, -2.5696, -0.1843], [-0.9148, -1.6235, 0.7129], [-1.1719, -1.4681, -1.7798], [0.4357, -0.7426, -1.8841], [-0.3150, 1.1085, -0.3824], [-1.9518, 0.4397, -0.3851], [-0.4539, 1.3685, -2.8857], [-1.6946, 2.3111, -2.0031], [-3.3475, -1.1174, -5.4720], [-4.8479, 1.5067, -5.0945], [-6.0989, 1.1224, -3.9070], [-5.8988, 0.1035, -5.3426], [-5.6193, -1.9537, -3.9379], [-4.3681, -2.0213, -2.6878], [-5.8062, -1.0240, -2.4411], [2.7231, 0.4928, 1.8178]]}

> What is the formula in the third record?

C3H5NO3P